(1)
52
Properties=species:S:1:pos:R:3:nbo_charge:R:1 method="wB97M-V/def2-TZVPD" e_above_lowest_kcal_mol=35.3 spin_multiplicity=1 lumo_ev=0.58 total_charge=0
C -5.734 -4.072 -1.072 -0.59
C -5.887 -3.450 0.318 -0.41
C -5.057 -2.203 0.429 -0.03
C -3.737 -2.265 0.858 -0.19
C -2.960 -1.126 0.923 -0.26
C -3.488 0.108 0.554 0.21
N -2.656 1.229 0.653 -0.63
C -2.889 2.502 0.265 0.69
O -3.908 2.936 -0.216 -0.60
C -1.668 3.406 0.541 -0.54
C -0.458 2.837 -0.126 0.34
C -0.192 3.215 -1.541 -0.71
N 0.216 2.023 0.591 -0.32
N 1.289 1.326 0.077 -0.47
C 1.291 0.546 -1.023 0.64
O 0.367 0.428 -1.802 -0.62
C 2.600 -0.222 -1.218 -0.16
O 3.434 -0.070 -0.097 -0.54
C 4.661 -0.689 -0.093 0.37
C 5.156 -1.458 -1.135 -0.32
C 6.411 -2.037 -1.029 -0.20
C 7.171 -1.853 0.108 -0.23
C 6.672 -1.083 1.147 -0.18
C 5.423 -0.494 1.067 -0.08
C 4.869 0.340 2.182 -0.62
C -4.807 0.181 0.120 -0.25
C -5.573 -0.968 0.060 -0.20
H -4.694 -4.328 -1.259 0.20
H -6.055 -3.369 -1.837 0.21
H -6.335 -4.975 -1.154 0.20
H -5.573 -4.174 1.072 0.20
H -6.939 -3.211 0.491 0.21
H -3.313 -3.216 1.148 0.21
H -1.933 -1.188 1.258 0.21
H -1.718 1.037 0.989 0.42
H -1.521 3.438 1.621 0.25
H -1.901 4.402 0.169 0.24
H 0.879 3.351 -1.698 0.23
H -0.724 4.122 -1.812 0.23
H -0.510 2.403 -2.199 0.28
H 2.023 1.168 0.757 0.42
H 2.343 -1.276 -1.392 0.21
H 3.076 0.169 -2.128 0.20
H 4.577 -1.616 -2.031 0.22
H 6.787 -2.634 -1.846 0.22
H 8.148 -2.304 0.190 0.22
H 7.264 -0.937 2.039 0.21
H 3.930 -0.082 2.537 0.22
H 4.668 1.352 1.831 0.22
H 5.569 0.388 3.011 0.22
H -5.222 1.132 -0.170 0.25
H -6.597 -0.900 -0.278 0.21

=====

(2)
54
Properties=species:S:1:pos:R:3:nbo_charge:R:1 method="wB97M-V/def2-TZVPD" e_above_lowest_kcal_mol=356.2 spin_multiplicity=1 lumo_ev=-0.29 total_charge=0
C 1.644 1.578 -2.391 -0.69
C 0.305 1.996 -1.850 0.08
C -0.882 1.172 -1.984 -0.30
C -1.927 1.704 -1.341 -0.08
C -1.837 2.959 -0.728 -0.16
C -0.669 3.671 -0.334 -0.07
C 0.485 3.305 -0.862 -0.16
H 1.418 3.617 -0.964 0.21
C -0.607 4.757 0.409 -0.62
H -0.408 5.710 -0.170 0.23
H 0.062 4.519 1.373 0.23
H -1.542 4.892 0.874 0.21
H -2.757 3.299 -0.212 0.19
C -3.197 0.852 -1.398 0.69
O -4.023 1.246 -2.262 -0.56
N -3.210 -0.212 -0.635 -0.48
C -2.342 -0.599 0.109 0.44
N -1.358 0.002 0.645 -0.50
C -0.460 -0.541 1.385 0.19
C -0.605 -1.049 2.804 -0.23
C 0.542 -1.293 3.475 -0.20
C 1.805 -0.932 3.400 -0.20
C 1.936 -0.372 2.054 -0.32
C 0.924 -0.025 1.290 -0.20
H 1.173 0.221 0.003 0.24
S 3.550 0.077 1.390 2.23
O 3.578 1.239 0.299 -0.90
O 4.413 0.214 2.564 -0.96
N 4.219 -1.259 0.856 -0.67
C 4.377 -2.326 1.726 -0.40
H 5.104 -3.232 1.231 0.19
H 3.580 -2.922 1.880 0.19
H 4.855 -1.966 2.578 0.25
C 3.519 -1.611 -0.505 -0.41
H 4.124 -2.371 -1.018 0.21
H 2.424 -2.361 -0.152 0.16
H 3.357 -0.893 -1.211 0.23
H 2.504 -0.972 4.098 0.24
H 0.290 -1.773 4.529 0.20
H -1.531 -1.421 3.117 0.22
S -2.757 -2.375 0.553 0.28
C -3.832 -2.570 -0.610 -0.46
C -3.133 -3.001 -2.133 -0.60
H -3.910 -2.984 -2.973 0.20
H -2.336 -2.431 -2.501 0.21
H -2.896 -3.968 -2.125 0.20
C -4.463 -1.031 -0.996 -0.18
H -4.939 -0.763 -2.002 0.28
H -5.139 -1.080 -0.266 0.20
H -4.559 -3.319 -0.467 0.25
H -0.760 0.307 -2.575 0.22
H 1.595 0.516 -2.958 0.19
H 1.862 2.179 -3.348 0.23
H 2.437 1.618 -1.673 0.26

=====

(3)
54
Properties=species:S:1:pos:R:3:nbo_charge:R:1 method="wB97M-V/def2-TZVPD" e_above_lowest_kcal_mol=12.0 spin_multiplicity=1 lumo_ev=0.48 total_charge=0
C -5.937 -1.274 -1.104 -0.60
C -4.897 -0.665 -0.172 -0.50
C -3.562 -1.371 -0.314 0.70
O -3.390 -2.313 -1.056 -0.60
N -2.555 -0.866 0.469 -0.43
C -2.693 0.283 1.362 -0.20
C -1.353 0.406 2.106 -0.46
C -0.486 -0.596 1.409 0.05
C 0.857 -0.847 1.566 -0.23
C 1.428 -1.853 0.800 -0.29
S 3.180 -2.126 0.945 2.30
O 3.783 -0.892 1.408 -0.98
O 3.478 -3.302 1.700 -0.92
N 3.632 -2.477 -0.629 -0.86
C 3.398 -1.508 -1.676 -0.23
C 4.194 -0.187 -1.567 -0.53
C 3.217 0.981 -1.471 0.70
O 2.967 1.706 -2.409 -0.62
N 2.639 1.063 -0.248 -0.67
C 1.649 1.978 0.156 0.15
C 1.859 2.677 1.341 -0.22
C 0.928 3.590 1.798 -0.22
C -0.229 3.809 1.069 -0.23
C -0.454 3.088 -0.090 -0.21
C 0.459 2.151 -0.560 -0.01
C 0.145 1.337 -1.772 -0.65
C 0.678 -2.617 -0.074 -0.20
C -0.675 -2.360 -0.246 -0.23
C -1.245 -1.331 0.491 0.17
H -6.065 -2.330 -0.883 0.22
H -5.612 -1.186 -2.137 0.22
H -6.892 -0.769 -0.989 0.21
H -5.232 -0.750 0.865 0.22
H -4.765 0.396 -0.395 0.22
H -2.895 1.184 0.774 0.20
H -3.525 0.127 2.052 0.21
H -1.454 0.152 3.162 0.22
H -0.939 1.412 2.039 0.25
H 1.466 -0.286 2.255 0.24
H 4.559 -2.876 -0.629 0.41
H 2.326 -1.293 -1.656 0.22
H 3.615 -2.002 -2.626 0.22
H 4.828 -0.215 -0.681 0.24
H 4.817 -0.040 -2.448 0.24
H 3.089 0.536 0.500 0.44
H 2.771 2.502 1.893 0.22
H 1.108 4.133 2.714 0.22
H -0.957 4.531 1.408 0.21
H -1.368 3.247 -0.646 0.21
H -0.892 1.472 -2.069 0.21
H 0.791 1.631 -2.599 0.26
H 0.320 0.279 -1.575 0.21
H 1.162 -3.405 -0.627 0.24
H -1.270 -2.935 -0.936 0.27

=====

(4)
55
Properties=species:S:1:pos:R:3:nbo_charge:R:1 method="wB97M-V/def2-TZVPD" e_above_lowest_kcal_mol=101.1 spin_multiplicity=1 lumo_ev=0.27 total_charge=0
C -6.780 -1.114 2.933 -0.25
O -7.295 -1.134 1.621 -0.54
C -6.379 -1.539 0.634 -0.07
C -5.310 -0.482 0.328 -0.25
N -5.979 0.773 0.082 -0.59
C -5.478 1.918 -0.395 0.29
S -6.431 3.265 -0.555 -0.29
N -4.178 2.024 -0.784 -0.43
N -3.249 1.072 -0.676 -0.24
C -2.061 1.309 -1.079 0.06
C -1.018 0.315 -0.986 -0.10
C 0.255 0.582 -1.483 -0.19
C 1.247 -0.374 -1.400 -0.30
C 1.019 -1.619 -0.824 0.30
O 1.987 -2.587 -0.727 -0.52
C 3.227 -2.383 -1.362 -0.09
C 4.108 -1.346 -0.708 -0.07
C 3.944 -1.018 0.632 -0.17
C 4.767 -0.082 1.225 -0.15
C 5.774 0.534 0.486 -0.18
C 6.638 1.529 1.167 0.78
O 6.534 1.839 2.328 -0.59
O 7.561 2.057 0.348 -0.51
C 8.426 3.018 0.932 -0.26
C 5.944 0.203 -0.856 -0.16
C 5.114 -0.729 -1.445 -0.18
C -0.265 -1.901 -0.311 0.25
O -0.679 -3.047 0.300 -0.50
C 0.150 -4.184 0.391 -0.24
C -1.250 -0.930 -0.405 -0.21
H -7.627 -0.915 3.587 0.20
H -6.031 -0.327 3.069 0.17
H -6.335 -2.080 3.195 0.17
H -6.987 -1.711 -0.258 0.19
H -5.887 -2.480 0.919 0.17
H -4.738 -0.786 -0.551 0.22
H -4.611 -0.385 1.168 0.19
H -6.936 0.821 0.408 0.43
H -3.929 2.942 -1.162 0.39
H -1.789 2.277 -1.515 0.16
H 0.474 1.537 -1.935 0.21
H 2.227 -0.133 -1.781 0.23
H 3.084 -2.147 -2.426 0.19
H 3.721 -3.361 -1.296 0.21
H 3.164 -1.497 1.205 0.22
H 4.649 0.185 2.264 0.24
H 9.100 3.340 0.143 0.20
H 7.851 3.863 1.316 0.19
H 8.986 2.572 1.757 0.19
H 6.724 0.681 -1.428 0.23
H 5.243 -0.982 -2.488 0.21
H 0.450 -4.547 -0.594 0.18
H 1.040 -3.993 0.993 0.18
H -0.464 -4.940 0.883 0.19
H -2.225 -1.159 -0.009 0.23

=====

(5)
56
Properties=species:S:1:pos:R:3:nbo_charge:R:1 method="wB97M-V/def2-TZVPD" e_above_lowest_kcal_mol=542.9 spin_multiplicity=1 lumo_ev=0.13 total_charge=0
C 2.468 1.131 2.596 -0.62
C 2.113 -0.067 1.663 -0.16
N 2.995 -0.163 0.488 -0.48
C 3.180 0.629 -0.486 0.69
O 2.639 1.577 -0.722 -0.55
C 4.133 0.003 -1.322 -0.31
C 5.323 0.900 -1.179 -0.42
C 6.110 0.906 -0.162 -0.30
C 6.327 -0.305 0.329 -0.14
C 5.966 -1.561 -0.379 -0.45
H 6.499 -1.429 -1.238 0.23
H 5.882 -2.337 0.112 0.22
C 4.491 -1.488 -0.935 -0.19
C 3.592 -1.341 0.430 0.73
O 3.488 -2.367 1.027 -0.55
H 4.129 -2.126 -1.405 0.17
H 6.926 -0.661 1.411 0.21
H 6.388 1.725 0.569 0.24
H 6.186 0.857 -2.228 0.21
H 5.048 2.099 -1.391 0.25
H 3.741 0.061 -2.481 0.26
H 1.931 -0.889 2.404 0.30
C 0.462 0.177 1.347 0.67
O -0.396 -0.716 1.830 -0.58
N 0.173 1.343 0.327 -0.64
C -0.998 1.581 0.096 0.15
C -1.133 2.267 -0.968 -0.21
C -2.326 3.026 -1.500 -0.16
C -3.621 2.351 -0.803 -0.21
C -3.435 1.484 0.231 -0.41
C -2.254 1.214 0.634 -0.23
H -2.285 0.422 1.411 0.26
S -4.947 0.878 0.867 2.42
O -6.113 1.469 0.335 -0.94
O -4.857 0.592 2.261 -0.92
N -5.050 -0.476 0.202 -0.80
C -4.109 -1.663 0.434 -0.20
H -4.068 -1.582 1.957 0.20
C -4.665 -3.001 0.187 -0.14
H -4.028 -3.690 0.494 0.20
O -4.768 -3.168 -1.065 -0.52
C -5.920 -2.047 -1.398 -0.08
H -5.970 -2.265 -2.690 0.21
C -5.357 -0.853 -1.235 -0.28
H -6.173 0.095 -1.568 0.28
H -4.224 -0.544 -1.821 0.23
H -6.672 -2.417 -1.120 0.17
H -5.459 -3.409 0.729 0.17
H -3.118 -1.402 0.057 0.21
H -4.641 2.752 -1.230 0.25
H -2.369 3.605 -2.344 0.21
H -0.199 2.861 -1.450 0.19
H 1.150 1.765 0.093 0.47
H 3.497 0.877 2.968 0.22
H 2.518 1.986 2.054 0.20
H 1.800 1.334 3.578 0.25

=====

(6)
54
Properties=species:S:1:pos:R:3:nbo_charge:R:1 method="wB97M-V/def2-TZVPD" spin_multiplicity=1 lumo_ev=-2.46 total_charge=+1
O -0.232 -1.376 5.180 -0.64
O 2.069 -1.383 1.068 -0.64
O 4.104 2.085 -0.318 -0.68
O 2.205 4.018 0.205 -0.69
C -0.165 -2.283 4.363 0.69
C 1.292 -2.318 0.912 0.67
C -0.442 0.763 0.818 -0.03
C -0.901 -0.147 1.729 0.14
C -0.598 1.781 2.782 0.26
C -3.360 2.023 -4.351 -0.20
C -3.269 2.433 -3.020 -0.20
C -2.209 1.632 -5.039 -0.19
C 2.636 1.075 -1.933 -0.24
C -2.027 2.453 -2.378 -0.24
C -0.967 1.646 -4.394 -0.22
C 1.411 1.073 -2.613 -0.22
C 0.748 3.069 -1.430 -0.31
C 2.914 2.073 -0.996 0.21
C 1.960 3.065 -0.742 0.29
C -0.857 2.055 -3.053 0.02
C 0.448 2.069 -2.368 -0.07
N -0.258 1.960 1.487 -0.47
N 1.432 -3.133 -0.137 -0.60
N 0.532 -2.092 3.247 -0.63
N -0.988 0.500 2.955 -0.47
C -0.972 -3.550 4.545 -0.72
C 0.623 -4.303 -0.483 -0.42
C -1.081 -1.633 1.471 -0.44
C 0.122 -2.508 1.900 -0.12
H 4.684 1.373 -0.638 0.50
H 3.158 3.981 0.422 0.51
H -0.183 0.554 -0.214 0.27
H -0.475 2.515 3.575 0.26
H -4.323 2.014 -4.855 0.22
H -4.165 2.744 -2.489 0.22
H -2.277 1.325 -6.079 0.22
H 3.367 0.300 -2.140 0.22
H -1.987 2.779 -1.345 0.20
H -0.085 1.359 -4.956 0.22
H 1.208 0.284 -3.331 0.22
H 0.047 3.876 -1.243 0.23
H 0.195 2.785 1.090 0.47
H 2.225 -2.926 -0.727 0.42
H 1.217 -1.347 3.282 0.43
H -1.136 0.042 3.857 0.48
H -1.307 -3.608 5.580 0.26
H -1.837 -3.546 3.885 0.23
H -0.344 -4.413 4.331 0.23
H -0.438 -4.048 -0.522 0.20
H 0.921 -4.678 -1.465 0.23
H 0.781 -5.100 0.247 0.21
H -1.970 -1.962 2.012 0.24
H -1.281 -1.787 0.409 0.25
H -0.166 -3.559 1.904 0.23

=====

(7)
55
Properties=species:S:1:pos:R:3:nbo_charge:R:1 method="wB97M-V/def2-TZVPD" e_above_lowest_kcal_mol=97.4 spin_multiplicity=1 lumo_ev=0.67 total_charge=0
C -2.466 1.435 2.512 -0.64
C -2.011 0.592 1.325 -0.06
O -1.195 -0.497 1.712 -0.54
C 0.126 -0.298 2.010 0.35
C 0.804 0.907 1.943 -0.32
C 2.159 0.962 2.240 -0.21
C 2.845 -0.179 2.608 -0.23
C 2.182 -1.394 2.680 -0.21
C 0.834 -1.460 2.382 0.09
N 0.100 -2.657 2.367 -0.61
C 0.570 -3.890 2.051 0.69
O 1.700 -4.277 2.213 -0.58
C -0.519 -4.783 1.411 -0.32
N -1.242 -3.987 0.466 -0.01
N -2.549 -3.911 0.377 -0.03
N -2.822 -2.948 -0.427 -0.27
C -1.640 -2.417 -0.819 0.28
C -1.473 -1.199 -1.573 -0.12
C -2.547 -0.544 -2.161 -0.18
C -2.341 0.691 -2.736 -0.24
C -1.090 1.308 -2.743 0.26
O -1.074 2.526 -3.351 -0.50
C -0.078 3.492 -3.066 -0.06
C -0.113 3.960 -1.615 -0.64
C 0.009 0.623 -2.179 0.30
O 1.240 1.219 -2.218 -0.53
C 2.332 0.588 -1.574 -0.07
C 3.525 1.525 -1.681 -0.62
C -0.206 -0.616 -1.601 -0.27
N -0.630 -3.082 -0.268 -0.27
H -1.617 1.881 3.025 0.21
H -3.007 0.814 3.221 0.22
H -3.123 2.225 2.162 0.22
H -2.874 0.122 0.846 0.21
H -1.500 1.203 0.573 0.18
H 0.294 1.811 1.649 0.22
H 2.672 1.910 2.179 0.21
H 3.898 -0.130 2.838 0.22
H 2.705 -2.297 2.948 0.25
H -0.885 -2.473 2.220 0.42
H -0.018 -5.621 0.918 0.25
H -1.226 -5.164 2.151 0.25
H -3.525 -0.997 -2.144 0.23
H -3.155 1.231 -3.192 0.23
H 0.918 3.120 -3.322 0.19
H -0.331 4.322 -3.732 0.19
H 0.193 3.157 -0.949 0.21
H -1.119 4.276 -1.347 0.21
H 0.567 4.797 -1.485 0.22
H 2.555 -0.369 -2.064 0.18
H 2.095 0.398 -0.518 0.19
H 3.299 2.474 -1.202 0.21
H 4.385 1.076 -1.193 0.22
H 3.764 1.711 -2.725 0.21
H 0.603 -1.161 -1.144 0.24

=====

(8)
50
Properties=species:S:1:pos:R:3:nbo_charge:R:1 method="wB97M-V/def2-TZVPD" e_above_lowest_kcal_mol=391.4 spin_multiplicity=1 lumo_ev=0.46 total_charge=0
C 5.201 3.710 -0.106 -0.57
C 5.500 2.198 -0.254 -0.04
O 4.112 1.421 -0.691 -0.52
C 3.989 0.176 -0.432 0.80
O 4.916 -0.540 -0.054 -0.65
C 2.646 -0.251 -0.964 -0.27
C 1.489 0.566 -0.290 -0.41
C 1.586 0.272 1.315 -0.16
N 1.411 -0.866 1.749 -0.46
C 0.114 -1.695 1.979 -0.23
C -0.578 -1.739 0.587 -0.07
C -0.646 -2.969 0.086 -0.25
C -1.314 -3.062 -1.200 -0.13
C -2.278 -2.084 -1.536 -0.31
C -2.339 -1.020 -1.032 0.29
O -3.076 0.127 -1.471 -0.50
C -3.930 0.708 -0.476 0.25
C -4.126 1.992 -0.947 -0.20
C -4.945 2.958 -0.289 -0.18
C -5.479 2.367 0.848 -0.22
C -5.117 1.149 1.417 -0.18
C -4.378 0.153 0.601 -0.28
C -1.577 -0.803 0.338 -0.22
C 2.375 -1.779 0.983 -0.29
C 2.559 -1.925 -0.556 -0.40
H 4.567 3.817 0.627 0.20
H 4.798 4.168 -1.245 0.19
H 5.967 4.260 0.074 0.21
H 5.879 1.904 0.674 0.20
H 6.115 1.897 -1.062 0.20
H 2.677 -0.288 -1.890 0.20
H 1.566 1.663 -0.481 0.22
H 0.747 0.149 -0.629 0.18
H 0.625 0.824 1.816 0.16
H 2.437 0.577 1.755 0.19
H -0.313 -1.064 2.746 0.20
H 0.153 -2.535 2.631 0.23
H 0.064 -3.642 0.012 0.21
H -1.133 -4.064 -1.839 0.22
H -2.722 -2.470 -2.601 0.23
H -3.789 2.413 -1.951 0.23
H -5.193 3.864 -0.312 0.20
H -6.039 3.039 1.412 0.19
H -5.496 0.945 2.372 0.21
H -4.170 -0.793 0.951 0.24
H -1.760 0.194 0.883 0.24
H 2.251 -2.951 1.489 0.19
H 3.486 -1.726 1.541 0.24
H 3.418 -2.214 -0.775 0.21
H 1.621 -2.167 -1.022 0.21

=====

(9)
60
Properties=species:S:1:pos:R:3:nbo_charge:R:1 method="wB97M-V/def2-TZVPD" spin_multiplicity=1 lumo_ev=-0.20 total_charge=0
C 2.557 4.339 4.346 -0.27
C 1.540 3.613 3.895 -0.04
C 0.389 2.756 3.112 -0.26
O 1.104 1.744 2.353 -0.53
C 0.198 0.642 1.966 0.09
C 0.412 -0.522 3.047 -0.45
C -0.440 -1.871 2.814 -0.09
O 0.448 -2.778 2.043 -0.56
C -0.187 -4.044 1.821 0.62
O -0.470 -4.427 0.625 -0.53
C 0.551 0.291 0.440 0.03
O -0.264 -0.798 -0.135 -0.53
C -1.503 -0.171 -0.629 0.23
O -2.522 -1.140 -0.970 -0.54
C -3.168 -0.829 -2.238 -0.10
C -4.178 0.432 -2.195 0.06
C -4.912 0.666 -0.777 -0.66
O -3.571 1.681 -2.703 -0.73
C 2.109 0.058 0.110 0.69
F 2.697 1.385 -0.093 -0.36
F 2.872 -0.591 1.142 -0.34
C 2.387 -0.759 -1.260 -0.09
C 2.487 0.012 -2.627 -0.20
C 2.801 -0.724 -3.983 -0.23
C 3.032 -2.301 -4.026 -0.18
C 2.929 -3.097 -2.641 -0.13
C 3.201 -4.695 -2.662 0.97
F 2.750 -5.360 -1.465 -0.32
F 2.722 -5.309 -3.870 -0.33
F 4.659 -4.838 -2.676 -0.35
C 2.609 -2.341 -1.273 -0.15
B -0.367 3.872 2.142 1.03
C 0.199 4.354 0.689 -1.05
O -1.611 4.444 2.670 -0.90
H 3.584 4.876 4.394 0.28
H -0.324 2.337 3.919 0.23
H -0.916 0.954 2.005 0.19
H 1.505 -0.839 3.232 0.26
H 0.047 -0.088 4.071 0.22
H -0.607 -2.374 3.856 0.19
H -1.433 -1.710 2.239 0.20
H -0.410 -4.778 2.683 0.15
H 0.239 1.231 -0.186 0.21
H -1.285 0.536 -1.537 0.16
H -1.979 0.528 0.180 0.13
H -2.337 -0.631 -3.013 0.20
H -3.783 -1.755 -2.537 0.21
H -5.026 0.193 -2.963 0.19
H -4.182 0.922 0.082 0.20
H -5.602 1.602 -0.893 0.23
H -5.633 -0.206 -0.487 0.24
H -3.128 2.150 -1.951 0.46
H 2.349 1.152 -2.618 0.24
H 2.901 -0.166 -4.989 0.24
H 3.298 -2.833 -5.026 0.25
H 2.571 -2.965 -0.290 0.27
H -0.414 3.826 -0.151 0.24
H -0.044 5.491 0.562 0.25
H 1.334 4.242 0.552 0.27
H -2.184 4.606 1.876 0.49